[1]
Entry from the Open Molecules 2025 dataset: a cluster of 13 separate species, C4H32NO13S in total at a distorted geometry (wB97M-V/def2-TZVPD).

Geometry as XYZ:
```
51
Properties=species:S:1:pos:R:3:forces:R:3:lowdin_charge:R:1
C 0.352279 0.099321 -0.189530 1.2 -0.4 -0.7 -0.2003
C -1.131837 -0.163579 -0.487193 0.7 1.8 -1.2 -0.5721
S -1.447433 -0.023456 -2.341073 0.1 0.1 1.1 0.4633
C 0.440749 0.775682 1.123995 0.8 0.7 0.5 -0.5132
N 0.727975 0.030839 2.270726 -1.3 1.0 0.7 0.0307
C -0.016325 -1.236286 2.460823 2.4 -1.3 1.9 -0.0681
O 0.336922 1.992351 1.232941 -0.8 -0.9 -0.5 0.0006
H 0.956232 -0.861266 -0.133379 -0.7 1.1 -0.5 0.1129
H 0.722885 0.768000 -1.018716 0.0 -0.7 1.2 0.0972
H -1.217033 -1.141639 -0.148820 -1.2 -1.9 0.4 0.0023
H -1.684997 0.541748 0.174068 -0.2 -0.6 -0.9 0.0641
H 0.701048 0.702545 3.069787 0.0 -1.0 -0.8 0.1531
H -0.351222 -1.450067 3.524770 0.7 0.7 -1.1 0.1181
H 0.709158 -2.060866 2.224365 -1.0 0.4 0.1 0.0888
H -0.894553 -1.339347 1.897894 -0.9 0.1 -1.1 0.0101
H 0.532354 2.648548 -1.915263 -0.3 0.0 0.3 -0.0203
H 0.569775 3.806805 -2.898133 -0.3 0.4 0.0 0.0211
O 1.094687 3.095247 -2.546876 1.3 -0.4 -0.3 -0.0613
H 1.385101 -2.570269 -1.414334 -0.2 -0.1 -0.5 0.0148
H 0.120051 -3.445429 -1.310770 1.2 0.0 0.3 0.0846
O 1.031874 -3.350581 -0.936693 -1.6 0.2 -0.4 -0.1040
H -3.858480 -1.208662 -1.552016 -0.6 0.5 -0.2 -0.0017
H -3.662053 0.135684 -2.104902 -0.6 -0.4 0.2 -0.0915
O -4.412451 -0.427778 -1.767137 0.9 -0.2 0.2 -0.1872
H 2.784272 1.284149 -3.277534 -0.3 0.6 0.4 0.0261
H 3.755201 0.359532 -2.462362 -0.2 0.3 0.0 0.0598
O 3.302576 0.483411 -3.304554 0.6 -0.7 -0.3 -0.0421
H 3.072467 0.659479 1.717403 -0.9 -0.3 0.0 -0.0002
H 3.185451 2.120760 1.138203 -0.5 -0.1 0.0 0.0113
O 3.641223 1.403064 1.570488 1.5 0.3 0.0 -0.0351
H 2.068024 -0.931847 -3.274862 0.0 1.0 -0.3 -0.0081
H 0.484218 -1.143465 -3.003253 -0.7 1.0 -0.2 -0.0898
O 1.373706 -1.484554 -2.931109 0.6 -2.0 0.7 -0.0963
H -4.273987 -1.152884 1.152509 0.6 0.1 0.1 0.0491
H -2.868141 -1.103481 1.884162 -0.3 0.6 -0.2 -0.0003
O -3.658669 -1.626040 1.734802 -0.3 -0.7 0.0 -0.0520
H -2.162499 -3.422510 1.498401 0.6 0.3 -0.5 0.0201
H -0.662458 -3.402982 0.874906 -0.4 0.3 -0.1 -0.0086
O -1.320124 -3.891601 1.377972 -0.3 -0.7 0.4 -0.0609
H 0.663077 3.946486 2.592615 -0.3 -0.1 -0.5 0.0273
H 1.607947 3.512469 1.426370 -0.7 0.0 -0.3 0.0047
O 1.550666 3.687428 2.358026 1.6 1.2 1.5 -0.0673
H 2.606922 -3.840324 -0.081937 0.6 -0.5 0.5 0.0151
H 2.344896 -2.795060 0.802031 -0.1 0.7 0.7 -0.0230
O 3.011000 -3.475409 0.733103 -0.1 -0.3 -0.8 -0.0855
H -1.582771 1.949022 2.500198 -0.3 -0.4 0.6 0.0208
H -2.383384 2.261596 1.397692 -0.8 0.0 -0.4 0.0278
O -2.523827 1.848184 2.258514 1.2 0.4 -0.2 -0.0610
H -2.329233 3.324097 -1.597299 -0.5 0.0 0.2 0.0319
H -1.296360 2.735962 -2.519717 -0.2 0.0 0.7 -0.0028
O -1.394901 3.376978 -1.779300 0.1 -0.1 -0.8 -0.1031
```
Positions in Å, forces in eV/Å.

Values from the calculation:
- HOMO (eV) = -4.945
- lowest unoccupied orbital energy (hartree) = 0.089
- charge = -1
- Kohn-Sham gap (Ha) = 0.271

=====

[2]
Entry from the Open Molecules 2025 dataset: a cluster of 13 separate species, C4H32NO15 in total at a distorted geometry (wB97M-V/def2-TZVPD).

Geometry as XYZ:
```
52
Properties=species:S:1:pos:R:3:forces:R:3:lowdin_charge:R:1
O 0.093695 0.297653 -1.731326 0.5 0.2 0.4 0.1415
C 0.191841 -0.796855 -1.223421 -2.2 -0.2 -1.1 -0.5392
O -0.557420 -1.776408 -1.181257 1.2 0.0 0.8 0.0813
C 1.643546 -1.059664 -0.392917 1.7 0.9 1.0 -0.2049
C 2.582691 0.025401 -0.900213 -0.2 -0.3 -0.7 -0.1261
C 4.013821 -0.049061 -0.345525 -1.4 2.2 0.9 -0.1515
O 4.106439 0.955123 0.714998 0.0 -0.5 0.0 -0.1021
N 1.400288 -1.046676 1.009829 -1.1 0.1 -1.7 0.1562
H 2.044875 -2.015441 -0.695646 -0.4 -0.5 -0.2 0.1485
H 2.176150 1.027829 -0.778736 0.0 0.0 0.6 0.1087
H 2.588220 -0.005866 -1.992250 0.2 -0.5 0.0 0.1350
H 4.582476 0.426291 -1.128288 1.0 -0.8 -0.1 0.1266
H 4.308463 -0.987258 0.111845 0.3 -0.4 -0.8 0.1166
H 3.311464 0.863387 1.256868 0.1 0.0 0.2 0.0578
H 0.875662 -0.215129 1.282056 0.5 0.2 0.4 0.1087
H 0.797366 -1.832257 1.241076 0.0 0.1 0.6 0.0647
H -0.119888 -3.344477 2.369403 -0.3 -0.3 0.0 0.0414
H -0.997770 -2.621030 3.367565 -0.1 0.1 0.0 0.0579
O -0.788967 -2.650709 2.426768 0.4 0.0 0.0 -0.0465
H 0.444166 2.720101 2.855787 0.1 0.0 0.2 0.0676
H 1.759818 2.561068 2.059639 -0.1 0.3 -0.4 0.0240
O 1.039866 2.058767 2.485982 0.0 -0.4 0.2 -0.0639
H -1.323644 -1.665719 -2.964728 -0.5 -0.4 -0.1 0.0370
H -2.671254 -2.286756 -2.531889 0.1 -0.2 -0.2 0.0474
O -2.236620 -1.813671 -3.262797 0.1 -0.1 -0.3 -0.0334
H -3.655067 -2.002513 -0.247343 -0.2 0.1 0.1 0.0247
H -4.227208 -1.226949 -1.449470 -0.1 -0.3 0.8 0.0034
O -4.343652 -2.045766 -0.920337 0.1 -0.2 -0.5 -0.0734
H -0.162005 -3.900871 -0.827574 -0.1 -0.3 -0.1 0.0326
H 0.870924 -3.523044 0.139488 0.3 -0.2 0.2 -0.0202
O 0.588292 -4.291349 -0.359674 -0.2 0.2 0.0 -0.0344
H 3.018770 -1.406072 2.074900 0.2 -0.4 0.7 -0.0130
H 4.328207 -0.756498 2.229441 0.4 -0.1 0.5 0.0139
O 3.821024 -1.476582 2.634013 -0.4 0.5 -0.9 -0.0665
H -0.273480 4.776029 -0.202053 -0.3 -0.2 0.1 0.0674
H -0.439274 3.210485 -0.479894 -0.3 0.8 0.4 0.0248
O 0.148485 3.983894 -0.536110 0.5 -0.4 -0.7 -0.0500
H -1.530265 1.364634 0.556871 0.0 0.0 0.1 0.0264
H -0.232573 1.833697 1.298796 -0.2 0.2 0.1 -0.0021
O -1.116852 2.122584 0.983518 -0.3 -0.5 -0.3 -0.0665
H -3.206850 0.205938 2.226557 0.0 0.5 -0.3 0.0127
H -4.559743 0.749644 1.579368 0.4 0.1 -0.1 0.0361
O -4.159593 0.113572 2.178233 -0.4 -0.6 0.3 -0.0447
H 3.124223 2.608895 0.256603 -0.1 0.3 -0.2 0.0112
H 1.691738 3.314065 -0.096900 0.7 0.3 0.4 0.0183
O 2.472521 3.276408 0.513490 -0.1 -0.2 0.1 -0.0803
H -3.213293 1.931282 -1.501153 -0.8 0.6 -0.6 -0.0203
H -3.625616 2.953125 -0.477605 -0.1 0.4 -0.1 0.0236
O -3.631012 2.812618 -1.433228 0.6 -0.3 0.7 -0.0637
H -2.879228 -0.428277 -2.660408 -0.5 0.5 0.2 0.0421
H -2.416991 0.327786 -1.464559 -0.1 -0.2 0.1 0.0290
O -3.248167 0.165608 -1.933459 1.0 0.0 -0.6 -0.0847
```
Positions in Å, forces in eV/Å.

Values from the calculation:
- HOMO (alpha / beta) (eV) = -11.141 / -11.140
- lowest unoccupied orbital energy (alpha / beta) (hartree) = -0.016 / -0.175
- spin multiplicity = 2
- Kohn-Sham gap (alpha / beta) (Ha) = 0.393 / 0.235
- <S²> = 0.755

=====

For reference, electronic energy by record: -1602.72262; -1354.87596 Ha.
For reference, energy relative to the best compared isomer or geometry (same formula, charge and spin) by record: 35.6; 0.0 kcal/mol.